No. 1
# C3H11NO2S

A cluster of 2 separate species, C3H11NO2S in total (ωB97M-V/def2-TZVPD, the Open Molecules 2025 dataset).

XYZ file:
```
18
Properties=species:S:1:pos:R:3:forces:R:3:nbo_charge:R:1
O -1.544194 0.780667 2.113649 -0.163 -0.143 -0.227 -0.741
C -1.950450 -0.416875 1.427310 0.099 0.426 0.064 0.085
N -0.850491 -1.191111 0.921198 0.194 0.461 -0.111 -0.631
C -0.237806 -0.588529 -0.275109 -0.292 -0.560 -0.252 -0.240
C 1.140456 -1.196698 -0.490291 -0.364 0.131 0.532 -0.536
S 1.825288 -0.907032 -2.124184 0.155 0.053 -0.456 -0.014
H -1.503037 1.494910 1.470179 0.080 0.014 0.072 0.468
H -2.624230 -0.152795 0.614860 -0.042 -0.094 -0.207 0.157
H -2.509768 -0.992785 2.148281 -0.041 -0.213 0.301 0.174
H -0.158058 -1.207224 1.665400 0.003 -0.184 -0.001 0.354
H -0.138425 0.495320 -0.232023 -0.042 0.197 0.049 0.187
H -0.882815 -0.836029 -1.130861 0.139 0.138 0.144 0.193
H 1.072367 -2.272593 -0.353244 0.062 -0.116 0.001 0.228
H 1.800907 -0.795470 0.275113 0.262 -0.146 -0.024 0.218
H 2.703059 0.057833 -1.826960 0.045 -0.043 0.110 0.101
O 0.899969 2.508079 -1.471497 0.457 0.509 0.311 -0.939
H 1.637942 1.895264 -1.586802 -0.243 0.021 -0.097 0.467
H 1.319287 3.325068 -1.145018 -0.309 -0.453 -0.209 0.469
```
Positions in Å, forces in eV/Å.

Properties
LUMO level: 0.016 Eh
E_HOMO: -9.37 eV
energy above the lowest of the compared OMol25 structures with the same formula, charge and spin: 0.299 eV
total charge: 0
structure (SMILES): OCNCCS.O

No. 2
# C5H11N2S

The ion C5H11N2S with charge +1 at a distorted geometry (ωB97M-V/def2-TZVPD, the Open Molecules 2025 dataset).

XYZ file:
```
19
Properties=species:S:1:pos:R:3:forces:R:3:nbo_charge:R:1
C -1.324399 0.151489 -1.398325 -1.840 -0.121 -0.244 -0.628
C -0.442513 0.057530 -0.226171 0.552 2.830 1.763 0.041
C -1.213485 0.037748 1.079060 -1.950 -0.212 -1.248 -0.638
N 0.532308 -1.060898 -0.335677 -0.042 -0.556 3.971 -0.517
C 1.716899 -0.623410 0.644278 1.867 -0.386 -3.628 -0.016
N 1.714024 0.787700 0.401362 -4.058 -2.790 0.019 -0.609
C 0.512762 1.278900 -0.040566 0.234 -1.177 -0.473 0.029
S 0.122205 2.782280 -0.339587 -0.171 1.162 -0.141 0.100
H -2.026740 -0.703572 -1.263582 -0.158 0.803 -0.388 0.225
H -0.725998 -0.131060 -2.238996 0.052 0.482 -1.234 0.207
H -1.880777 1.178399 -1.494817 1.291 -2.129 0.163 0.300
H -1.641687 -0.941123 1.188269 0.244 -0.955 0.738 0.223
H -2.189905 0.585733 0.954394 1.399 0.231 0.182 0.276
H -0.612141 0.407519 1.870258 0.053 0.053 1.123 0.235
H 0.734172 -1.078275 -1.285355 1.106 -0.869 -2.235 0.435
H 0.133781 -1.943379 0.081682 0.457 0.813 -1.209 0.449
H 2.762239 -1.030887 0.350442 -1.977 0.239 0.277 0.251
H 1.391072 -1.123374 1.512518 -0.257 0.378 1.800 0.204
H 2.438185 1.368678 0.540813 3.199 2.202 0.762 0.433
```
Positions in Å, forces in eV/Å.

Properties
LUMO level: -0.126 Eh
E_HOMO: -12.64 eV
energy above the lowest of the compared OMol25 structures with the same formula, charge and spin: 1.836 eV
total charge: +1
structure (SMILES): CC1(C)[NH2+]CNC1=S